Entry 1:
# C4H14N3S

A molecular structure, C4H14N3S (the ωB97M-V functional and the def2-TZVPD basis, the Open Molecules 2025 dataset).

Properties
Charge: +1

Last column: Löwdin charge in e.
Positions of all 22 atoms, in Å:
C 1.3523 0.2756 -1.2231  -0.0317
C 1.8265 0.7672 1.9234  -0.0693
C 0.5038 1.0232 -0.2765  -0.4764
C -1.8366 0.6572 -0.0007  -0.1087
N -3.0143 0.0187 -0.0233  0.1843
N -0.6443 0.1125 0.0491  0.0886
N 1.0478 1.5589 0.9011  -0.0596
S -0.9483 -3.2073 -0.7858  0.5234
H 2.4021 0.7191 -1.3581  0.1329
H 1.3125 -0.7637 -0.8771  0.0713
H 0.9208 0.2801 -2.2176  0.0887
H 2.8103 0.3798 1.5106  0.0973
H 2.1288 1.2954 2.7776  0.0591
H 1.3306 -0.0848 2.3075  0.0578
H 0.0377 1.8611 -0.8242  0.1264
H -1.7112 2.0453 -0.1926  0.2826
H -3.1332 -0.9292 -0.0235  0.0717
H -3.8101 0.5642 -0.3682  0.1425
H -0.3331 -0.8385 0.0325  0.0463
H 0.0216 -4.1192 -0.6578  -0.1874
H 1.5823 2.4302 0.6518  0.1487
H -1.8459 -4.0458 -1.3252  -0.1883

Entry 2:
# C4H14N4

A molecular structure, C4H14N4 (the ωB97M-V functional and the def2-TZVPD basis, the Open Molecules 2025 dataset).

Last column: Löwdin charge in e.
Positions of all 22 atoms, in Å:
C -1.2432 -0.9101 0.7448  -0.2551
C -0.0681 0.0587 -1.6563  -0.0137
C -0.3999 -0.6519 1.7767  -0.0604
C -2.4669 -0.0876 0.4801  -0.1109
H -1.1552 -1.8441 0.2054  0.0944
H 0.8501 0.3654 1.0562  0.0591
H -2.6731 0.0209 -0.5846  0.0592
H -3.3351 -0.5753 0.9343  0.0811
H -0.8252 -0.7348 -1.6370  0.0204
H 0.4117 -0.0972 -2.6168  0.0266
H -0.4403 1.0788 -1.6213  0.0317
H 0.2678 -1.4198 2.1452  0.0683
H -0.6018 0.1749 2.4483  0.0780
H -2.3733 0.9044 0.9222  0.0813
N 2.1622 -1.1106 -0.6673  0.0013
N 1.4327 2.1589 0.3025  0.0004
N 1.5897 0.1426 -0.8029  -0.2230
N 1.6213 0.7658 0.3911  -0.1959
H 1.6537 -1.7054 -0.0109  0.0651
H 2.2250 -1.5453 -1.5794  0.0743
H 2.3468 2.5983 0.3636  0.0640
H 1.0209 2.4134 -0.5938  0.0539

Entry 3:
# C4H14N4

2 unconnected molecules or ions with the total composition C4H14N4 (the ωB97M-V functional and the def2-TZVPD basis, the Open Molecules 2025 dataset).

Last column: Löwdin charge in e.
Positions of all 22 atoms, in Å:
C 1.5213 0.6246 -1.6327  -0.1125
C 1.6603 1.4614 0.6505  -0.1111
N 1.0200 0.5272 -0.2683  -0.2330
H -0.0172 0.7060 -0.2616  0.0946
H 2.5636 0.3013 -1.6521  0.0828
H 1.4666 1.6454 -2.0248  0.0780
H 0.9265 -0.0179 -2.2799  0.0719
H 2.7161 1.1942 0.7410  0.0852
H 1.5754 2.5021 0.3201  0.0787
H 1.1916 1.3668 1.6281  0.0799
N -0.7955 -1.4499 1.3652  -0.1003
C -1.6521 -0.5953 0.3428  -0.4497
N 0.4885 -1.8098 1.0172  -0.1034
N -1.7102 -1.2154 -0.9025  0.0846
C -2.5210 0.3467 0.7324  -0.0133
H -0.7661 -0.9005 2.2191  0.0843
H 0.4322 -2.6648 0.4654  0.0430
H 0.9670 -0.8923 0.4244  0.0908
H -0.9073 -1.7810 -1.1376  0.0734
H -2.3736 -0.8190 -1.5549  0.0957
H -2.4665 0.7817 1.7174  0.0384
H -3.3195 0.6886 0.0909  0.0418

Entry 4:
# C4H14N4

2 unconnected molecules or ions with the total composition C4H14N4 (the ωB97M-V functional and the def2-TZVPD basis, the Open Molecules 2025 dataset).

Last column: Löwdin charge in e.
Positions of all 22 atoms, in Å:
C -1.5609 -1.5740 1.1714  -0.1813
C -2.4092 0.2346 -0.1398  -0.1823
N -1.2267 -0.3840 0.4192  -0.2303
H -0.3138 -0.4535 -0.2997  0.1226
H -2.1990 -1.3416 2.0382  0.0736
H -0.6475 -2.0358 1.5634  0.0613
H -2.0889 -2.3267 0.5679  0.0670
H -2.9882 -0.4445 -0.7828  0.0665
H -2.1325 1.1142 -0.7313  0.0671
H -3.0927 0.5860 0.6491  0.0713
C 1.6485 0.6756 0.1348  -0.5135
N 1.4569 1.9990 -0.1014  0.1297
N 1.7838 0.2602 1.4252  0.1037
N 1.5503 0.1791 -2.2421  -0.0109
C 1.4763 -0.2330 -0.9015  -0.2631
H 1.0217 2.1702 -1.0029  0.0904
H 1.0163 2.4991 0.6593  0.0965
H 1.7143 -0.7448 1.5347  0.0896
H 1.1289 0.7168 2.0513  0.0930
H 2.2215 0.9274 -2.3997  0.0700
H 1.7682 -0.5883 -2.8705  0.0724
H 1.8728 -1.2361 -0.7429  0.1068

Entry 5:
# C4H14N4O

C4H14N4O in the gas phase (the ωB97M-V functional and the def2-TZVPD basis, the Open Molecules 2025 dataset).

Last column: Löwdin charge in e.
Positions of all 23 atoms, in Å:
C 1.1311 1.2003 -0.0001  -0.1833
C 2.1399 0.8362 1.0692  -0.1346
N -0.0330 -1.0326 -1.1338  -0.1095
N -0.6478 -0.6564 -2.3519  -0.0044
H 0.5994 -1.8275 -1.2206  0.1213
H 0.0539 -0.6411 -3.0960  0.0735
H -1.0118 0.2998 -2.2326  0.0625
H 1.4898 0.8788 -0.9830  0.0959
H 1.0749 2.2867 -0.1090  0.0920
H 2.2694 -0.2451 1.1538  0.0566
H 3.1203 1.2598 0.8209  0.0712
H 1.8340 1.2262 2.0436  0.0700
C -0.6552 -0.7117 0.1642  -0.6150
N -2.0463 -1.0588 0.0923  0.0788
N -0.0631 -1.5586 1.1554  0.0946
C -0.4430 0.8105 0.4236  -0.2368
O -1.2920 1.5490 -0.4907  -0.0741
H -1.7668 2.2203 0.0287  0.0988
H -2.4493 -1.2144 -0.8248  0.0675
H -2.6791 -1.0042 0.8745  0.0774
H 0.4192 -1.1516 1.9508  0.0714
H -0.3305 -2.5330 1.2113  0.0870
H -0.7138 1.0672 1.4542  0.1395

Entry 6:
# C4H14NO

3 unconnected molecules or ions with the total composition C4H14NO (the ωB97M-V functional and the def2-TZVPD basis, the Open Molecules 2025 dataset).

Properties
Charge: +1

Last column: Löwdin charge in e.
Positions of all 20 atoms, in Å:
C -2.2504 0.1371 0.2465  -0.0262
C -1.3243 0.1438 -1.0335  -0.1640
C -0.3453 1.2088 -0.9879  0.0885
C 1.1435 0.9945 -1.1766  -0.0146
N 1.8811 -2.3003 1.1994  0.0343
H -3.2198 -0.3001 0.0304  0.0960
H -2.4790 1.1142 0.6755  0.0925
H -1.7148 -0.4016 1.0199  0.0764
H -1.9659 0.0459 -1.9187  0.1665
H -0.6027 2.1310 -1.4909  0.1493
H 0.1185 1.0318 0.9332  0.0014
H 1.4646 -0.0312 -0.9600  0.0975
H 1.4427 1.2161 -2.2146  0.1427
H 1.6280 1.7246 -0.5158  0.1170
H 1.5647 -3.1105 0.7001  0.0061
H 2.3165 -2.4668 2.0855  0.0135
H 1.3176 -1.4819 1.0636  -0.0548
H 1.3586 0.7580 1.6617  0.0800
H -0.8008 -0.8080 -0.8934  0.1289
O 0.4672 0.3945 1.5755  -0.0311

Going through the records in order, we get ΔE to the lowest compared entry with this formula, charge and spin values of 305.1 572.9 290.9 182.6 207.9 447.4 kJ/mol.